{"formula": "C23H12BrF6HgN7O5S2", "method": "the ωB97M-V functional and the def2-TZVPD basis", "homo_energy_ev": [-2.9, -5.6], "fmax_ev_per_a": 0.49, "charge": -1, "homo_lumo_gap_ev": [5.11, 7.67], "multiplicity": 2, "s2": 0.7726, "symbols": ["Hg", "O", "C", "C", "C", "N", "C", "Br", "C", "H", "H", "H", "H", "F", "C", "F", "F", "S", "O", "O", "N", "S", "O", "O", "C", "F", "F", "F", "C", "C", "N", "C", "C", "C", "C", "C", "C", "C", "C", "C", "N", "C", "H", "H", "H", "H", "H", "H", "H", "H", "N", "C", "C", "C", "N", "C", "N"], "positions_angstrom": [[0.361759, -0.036640, -0.472459], [-2.076785, 4.595988, 3.184260], [-1.486913, 3.873242, 2.206683], [-0.121341, 3.606283, 2.189706], [0.360437, 2.788043, 1.195801], [-0.399126, 2.290294, 0.215271], [-1.679189, 2.621743, 0.218487], [-2.719967, 2.031335, -1.247507], [-2.294963, 3.383431, 1.189412], [-1.436215, 4.766086, 3.883712], [0.533395, 3.941756, 2.978022], [1.399192, 2.481461, 1.201684], [-3.357186, 3.568921, 1.174370], [0.457604, -3.082094, 3.427271], [1.097173, -2.721916, 2.326351], [0.182825, -2.499394, 1.373233], [1.864555, -3.746626, 1.934422], [2.142104, -1.187988, 2.596076], [1.982265, -0.427315, 1.365564], [3.447751, -1.689372, 2.877764], [1.510698, -0.540733, 3.859666], [0.289965, 0.460449, 3.845896], [-0.561081, 0.351509, 2.688667], [0.666112, 1.763183, 4.313857], [-0.708287, -0.249114, 5.223919], [0.009837, -0.401796, 6.332141], [-1.716472, 0.593782, 5.488578], [-1.215050, -1.423417, 4.870234], [2.490566, -3.718855, -2.227831], [2.163084, -2.696682, -1.357111], [1.625802, -1.543992, -1.744724], [1.413893, -1.316342, -3.079343], [1.678585, -2.342833, -4.031412], [2.212739, -3.535482, -3.590999], [1.396239, -2.071184, -5.420548], [0.933896, -0.870208, -5.816442], [0.700604, 0.198894, -4.871318], [0.275521, 1.454172, -5.249920], [0.077379, 2.446473, -4.265978], [0.294041, 2.110117, -2.950845], [0.718344, 0.907620, -2.553688], [0.942102, -0.063404, -3.492558], [2.935987, -4.625647, -1.848733], [2.348334, -2.801600, -0.298962], [2.420049, -4.318499, -4.311085], [1.570946, -2.862103, -6.140499], [0.728798, -0.674155, -6.861991], [0.089720, 1.662119, -6.295590], [-0.250049, 3.443013, -4.518572], [0.117806, 2.827993, -2.156177], [-1.694128, -0.886250, -0.110934], [-2.450697, -0.928173, 0.774983], [-3.363121, -0.982949, 1.801328], [-3.440060, -2.123883, 2.625569], [-3.508785, -3.058262, 3.298002], [-4.154694, 0.161772, 2.037482], [-4.805987, 1.097241, 2.216834]], "forces_ev_per_a": [[-0.2, -0.1, -0.5], [0.1, 0.0, -0.1], [-0.1, 0.0, 0.1], [-0.1, 0.0, -0.1], [0.0, 0.1, 0.2], [0.2, -0.2, 0.0], [-0.2, 0.0, 0.0], [-0.1, 0.0, 0.0], [0.1, 0.0, -0.1], [0.0, 0.0, 0.0], [0.0, 0.0, 0.1], [0.0, 0.0, 0.0], [0.0, 0.0, 0.0], [0.1, 0.0, 0.1], [-0.1, -0.1, -0.2], [0.1, 0.0, 0.1], [0.0, 0.1, 0.0], [-0.2, -0.4, -0.1], [0.0, 0.1, 0.0], [0.0, 0.0, 0.1], [0.1, 0.3, 0.1], [-0.2, -0.2, 0.1], [0.1, 0.1, 0.0], [0.1, 0.0, 0.0], [-0.3, 0.0, -0.1], [0.1, 0.0, 0.1], [0.1, -0.1, -0.1], [0.0, 0.1, 0.1], [0.0, 0.1, 0.0], [0.0, -0.1, -0.1], [-0.1, 0.2, 0.3], [0.0, -0.1, -0.1], [0.0, 0.0, -0.1], [0.0, 0.0, 0.0], [0.0, 0.1, 0.0], [0.0, -0.1, 0.1], [0.1, 0.0, -0.2], [0.0, 0.0, 0.1], [0.1, -0.1, 0.0], [0.0, 0.1, 0.0], [-0.1, 0.1, 0.4], [0.1, 0.0, -0.2], [0.0, 0.0, 0.0], [0.0, 0.0, 0.1], [0.0, 0.0, 0.0], [0.0, 0.0, 0.0], [0.0, 0.0, 0.0], [0.0, 0.0, 0.0], [0.0, 0.0, 0.0], [0.0, 0.0, -0.1], [0.0, 0.0, 0.1], [0.4, -0.1, -0.1], [0.0, 0.2, -0.1], [0.0, -0.1, 0.1], [0.0, -0.1, 0.0], [-0.1, 0.0, 0.1], [0.0, 0.2, 0.0]]}